A 3-piece molecular cluster, C2H10NO2S overall in a non-equilibrium geometry. Source: the OMol25 dataset; level of theory: ωB97M-V/def2-TZVPD.

The geometry in ORCA input format:
```
! wB97M-V def2-TZVPD RIJCOSX def2/J DEFGRID3
* xyz -1 1
H 1.436 1.524 3.088
H -0.763 -1.772 -0.903
S -0.234 -0.757 -2.937
H 0.684 -0.702 0.801
O -3.512 -0.676 0.654
C 0.928 -0.561 -0.247
H -1.257 -0.059 -0.883
H 1.763 -1.296 -0.575
N 1.421 0.871 -0.351
H 1.749 1.082 -1.374
C -0.386 -0.794 -1.100
H 1.844 1.450 1.531
H 0.657 1.549 -0.363
H -3.716 -1.274 -0.161
H -2.866 -0.019 0.370
O 2.252 1.433 2.449
*
```

Summary:
HOMO-LUMO gap	0.2261	hartree
relative energy (zero: lowest compared OMol25 entry of this formula, charge and spin)	1.078	eV
M	112.2	g/mol

---

One molecule with the formula C3H4FNO2 in a non-equilibrium geometry. Source: the OMol25 dataset; level of theory: ωB97M-V/def2-TZVPD.

The geometry in ORCA input format:
```
! wB97M-V def2-TZVPD RIJCOSX def2/J DEFGRID3
* xyz 0 1
H 1.669 1.649 -0.085
C -1.596 -0.586 0.007
C 0.892 -0.237 0.065
O 1.026 -1.446 -0.077
H -1.449 -1.226 -0.869
H 2.904 0.334 0.013
N 1.882 0.633 0.049
H -1.407 -1.156 0.955
O -0.624 1.633 -0.061
C -0.477 0.428 -0.012
F -2.821 -0.026 0.015
*
```

Summary:
HOMO-LUMO gap	0.3621	hartree
relative energy (zero: lowest compared OMol25 entry of this formula, charge and spin)	0.202	eV
SMILES	NC(=O)C(=O)CF
M	105.1	g/mol

---

C12H29FeN4O9P as an isolated structure in a non-equilibrium geometry. Source: the OMol25 dataset; level of theory: ωB97M-V/def2-TZVPD.

The geometry in ORCA input format:
```
! wB97M-V def2-TZVPD RIJCOSX def2/J DEFGRID3
* xyz -2 5
N 0.043 3.533 -4.236
O -2.341 0.634 -6.531
H 0.004 1.590 -3.416
H -0.465 -2.861 -10.904
H -3.621 3.698 -2.650
H -2.736 -0.285 -8.678
C 1.075 0.747 -6.120
H 0.579 -1.021 -9.413
H 0.045 1.035 -6.340
H 1.516 0.306 -7.015
H -4.155 6.187 -5.423
H 2.340 -0.387 -3.218
C 0.914 4.166 -3.249
H -0.018 -1.447 -7.806
O -3.884 3.180 -6.367
H 1.645 3.465 -2.844
H -1.320 1.970 -4.516
H -4.111 2.503 -4.427
C -3.763 3.253 -5.166
C -0.291 -0.963 -8.757
C -2.655 -1.276 -9.152
H -0.410 -3.481 -9.282
O -1.996 3.522 -11.165
C -0.682 2.381 -3.732
O -3.644 -1.964 -9.415
C 2.449 -0.078 -4.261
H -0.490 0.063 -8.452
H -0.753 -0.700 -5.134
N -1.393 -1.679 -9.374
C 0.142 -0.837 -4.510
P -2.107 2.748 -9.828
H -3.985 5.383 -2.859
C -1.054 -2.931 -9.982
H -1.256 2.678 -2.849
O -2.386 3.927 -8.774
H -2.571 -0.252 -6.278
H 1.480 4.973 -3.712
O -3.379 1.981 -9.351
H 2.979 0.879 -4.212
O 0.160 -1.536 -3.508
H 3.199 -0.746 -4.710
H 0.233 4.501 -2.463
N 1.208 -0.113 -4.942
H -1.848 -3.627 -10.241
H -2.861 5.432 -6.386
Fe -2.290 2.338 -7.589
O -0.782 3.438 -6.328
H -2.472 6.239 -4.901
C -3.256 4.607 -3.125
H 1.566 1.708 -5.948
N -3.347 4.396 -4.564
C -0.125 3.996 -5.484
H -2.268 4.996 -2.884
O -0.884 2.226 -9.024
H 0.409 4.934 -5.691
C -3.231 5.605 -5.373
*
```

Summary:
HOMO-LUMO gap (alpha / beta)	0.1174 / 0.1207	hartree
relative energy (zero: lowest compared OMol25 entry of this formula, charge and spin)	0.087	eV
M	460.2	g/mol

---

A 4-piece molecular cluster, C22H29ClN3O16P3S overall in a non-equilibrium geometry. Source: the OMol25 dataset; level of theory: ωB97M-V/def2-TZVPD.

The geometry in ORCA input format:
```
! wB97M-V def2-TZVPD RIJCOSX def2/J DEFGRID3
* xyz 0 1
H -3.796 -1.870 3.145
H 1.378 4.831 -5.874
O -1.709 -2.474 4.139
O -0.134 1.995 5.176
H 0.067 3.997 -4.981
C -3.785 -2.949 3.244
H -2.862 4.919 -3.542
O 0.311 5.605 -2.980
H 2.812 -5.931 0.554
C 3.639 -1.627 2.701
H 2.377 1.678 4.326
C 1.713 2.524 0.224
C 0.259 -4.804 -1.357
H -0.551 0.020 2.499
H 4.241 -2.313 3.279
P -1.287 -5.314 -2.210
H 0.150 1.244 0.956
O 1.968 -0.827 -1.642
O 4.657 -3.781 0.892
C 2.445 -3.873 -0.004
C -0.189 2.990 -1.480
C 1.648 -2.979 -0.716
O 2.307 5.616 -3.796
H -0.809 2.714 -0.628
O -2.312 -4.535 4.050
O -0.536 2.750 2.774
P -2.689 -4.918 -0.592
O -4.039 5.760 -0.710
C 2.411 0.478 2.575
C 0.561 4.947 -5.172
C 1.115 1.119 0.462
H -4.581 -3.294 3.896
H -3.840 -3.430 2.273
O -2.025 5.793 -1.483
H -0.624 1.260 5.568
O -0.474 0.261 3.429
C 1.076 -5.708 -0.675
C -3.709 5.034 -2.876
O -1.860 -5.184 0.786
C 2.198 -5.232 0.005
P 0.126 1.735 3.610
C 0.541 -3.444 -1.414
C 1.940 1.716 3.328
O -3.896 -5.993 -0.625
C 1.305 3.131 -1.136
H 3.498 -0.211 4.279
O -1.524 2.492 -3.695
H -0.548 3.951 -1.846
C 2.005 -1.522 -0.662
O 0.632 1.416 -3.496
H 2.235 2.630 2.827
C 2.426 -1.043 0.710
C 3.582 -3.257 0.773
N 1.112 5.430 -3.878
N -3.215 5.577 -1.580
C 2.012 0.176 1.243
H 0.910 0.692 -0.512
O -3.139 -3.525 -0.630
H -0.075 -2.736 -1.952
H 2.802 2.466 0.239
Cl -1.425 0.219 -1.946
H -0.151 5.691 -5.515
H -4.176 4.076 -2.670
H 1.387 3.194 1.016
H 1.480 4.203 -1.065
H -1.246 -6.726 -2.283
H 0.807 -6.753 -0.682
H -3.515 -6.882 -0.582
H -2.315 -5.801 1.373
S -0.559 1.859 -2.827
C 3.232 -1.945 1.420
H 1.945 2.721 -1.914
N -2.495 -3.349 3.867
H -4.434 5.741 -3.267
C 3.213 -0.425 3.256
*
```

Summary:
HOMO-LUMO gap	0.3189	hartree
SMILES	O=C1c2ccc(PP(=O)(O)O)cc2C(=O)c2c1ccc(CP(=O)(O)O)c2CCCCS(=O)(=O)Cl.C[N+](=O)[O-].C[N+](=O)[O-].C[N+](=O)[O-]
M	751.9	g/mol

---

C25H46P2Rh as an isolated structure in a non-equilibrium geometry. Source: the OMol25 dataset; level of theory: ωB97M-V/def2-TZVPD.

The geometry in ORCA input format:
```
! wB97M-V def2-TZVPD RIJCOSX def2/J DEFGRID3
* xyz 1 5
C -1.810 1.039 3.820
C 0.682 0.443 3.564
C -2.256 -2.152 -3.095
C -0.906 0.633 -4.700
C 1.490 -1.828 -0.548
H -2.625 -1.781 -0.230
C -2.100 -2.295 4.016
H 1.451 2.254 -4.931
H 0.010 -3.692 2.113
H 0.680 -3.764 -2.650
C -1.524 -1.588 -0.167
C 0.449 -3.148 -3.537
C 0.021 2.520 2.706
H 3.745 0.570 2.177
H -3.047 -2.018 3.540
H -0.055 -1.549 4.072
H 2.041 1.126 -3.680
H 1.852 2.834 -3.279
H -2.274 3.037 -3.452
P -0.473 -1.647 -3.104
C 1.270 -0.360 -0.455
H -2.518 -2.794 -3.944
H 2.755 4.154 2.562
C -1.328 -0.104 -0.605
H 0.277 1.253 -1.444
H 1.425 -2.847 -3.976
C -1.045 -2.178 1.095
H 2.149 0.192 -0.797
C 2.375 3.373 1.910
C 1.811 1.068 3.011
H 3.775 1.029 3.899
H -0.966 4.405 3.065
H 1.680 -1.391 4.168
H -1.680 -2.007 1.966
H 3.168 -0.536 3.381
H -1.870 1.357 4.861
H 0.687 -0.610 5.369
H -1.016 -2.170 -0.981
C 1.438 2.017 -3.865
H -1.864 0.610 0.083
H -2.501 -2.701 -2.169
H -1.149 3.415 -4.802
H -0.854 4.053 -3.131
C 0.745 -0.844 4.308
H -1.991 0.609 -4.623
H 2.539 -1.923 -0.920
C 1.445 2.388 2.534
H -1.827 0.006 -1.569
Rh 0.587 1.244 1.102
C 0.099 0.370 -0.757
H -0.639 1.174 -5.617
C 0.061 -2.997 1.283
C -0.866 3.649 2.286
H -0.809 -1.385 -5.477
C -0.427 1.293 3.334
H 0.743 -0.745 -4.927
H 1.820 -3.729 0.403
C 3.177 0.533 3.110
H -1.986 -2.033 5.072
H 3.250 2.853 1.499
H -1.991 -0.038 3.808
C -0.336 -0.760 -4.717
C -1.230 3.216 -3.720
H -0.461 4.110 1.391
H -2.890 -1.241 -3.090
H -1.865 3.238 2.113
H -1.740 -3.282 3.747
P -0.292 1.704 -3.338
H 0.829 -2.225 -1.349
H 1.873 3.887 1.078
H -0.085 -3.783 -4.263
H -2.606 1.580 3.293
H 2.103 -2.341 1.459
C 1.398 -2.753 0.707
*
```

Summary:
HOMO-LUMO gap (alpha / beta)	0.2892 / 0.2111	hartree
relative energy (zero: lowest compared OMol25 entry of this formula, charge and spin)	1.215	eV
M	511.5	g/mol

---

C16H19BN6SeTi as an isolated structure in a non-equilibrium geometry. Source: the OMol25 dataset; level of theory: ωB97M-V/def2-TZVPD.

The geometry in ORCA input format:
```
! wB97M-V def2-TZVPD RIJCOSX def2/J DEFGRID3
* xyz 2 3
C -1.002 -1.586 -3.461
C -1.680 -2.619 -2.847
C -0.771 1.350 4.148
C -1.531 -1.716 1.676
H -1.376 -0.638 1.271
N -0.531 -0.738 -2.519
C 0.432 -1.021 5.010
H -2.066 -2.943 -0.678
C -1.168 3.492 -1.934
Se 0.166 0.901 1.429
C -0.243 2.912 -3.900
H 0.819 0.150 -4.103
N 1.806 -0.516 -0.828
H -1.637 3.957 -1.070
C 0.162 0.680 3.319
H -2.071 1.127 5.864
Ti 0.201 -1.407 0.571
C 0.916 -0.369 3.874
H 0.917 -1.929 5.369
C -1.619 -2.374 -1.484
H -2.117 -3.482 -3.319
H 3.355 -1.032 0.520
C -0.940 3.959 -3.253
C 3.917 -0.213 -1.535
C 3.108 -0.640 -0.465
H 1.783 -0.751 3.336
H -1.204 2.295 3.830
H 3.225 0.456 -3.565
C -1.249 0.697 5.287
N -0.104 1.882 -2.985
B 0.504 0.364 -2.942
H 4.993 -0.226 -1.574
H -0.769 -1.461 -4.505
C -0.684 -0.521 5.694
H -1.277 4.908 -3.619
H -2.322 -2.164 1.080
H -0.487 -2.281 1.680
H 0.125 2.845 -4.916
H -1.849 -1.545 2.707
C 3.039 0.187 -2.536
N -0.766 -1.312 -1.282
N 1.770 0.102 -2.071
N -0.690 2.275 -1.829
H -1.086 -1.056 6.559
*
```

Summary:
HOMO-LUMO gap (alpha / beta)	0.1513 / 0.1019	hartree
relative energy (zero: lowest compared OMol25 entry of this formula, charge and spin)	6.222	eV
M	433.0	g/mol

---

One molecule with the formula C3H7NO in a non-equilibrium geometry. Source: the OMol25 dataset; level of theory: ωB97M-V/def2-TZVPD.

The geometry in ORCA input format:
```
! wB97M-V def2-TZVPD RIJCOSX def2/J DEFGRID3
* xyz 0 1
C 0.827 -1.027 -0.044
H 1.522 -1.294 0.964
N -1.385 -0.129 -0.689
H 0.116 1.911 -0.594
C -0.300 -0.063 0.412
H 1.181 1.435 1.070
H -0.675 -0.050 1.521
H 0.477 -2.041 -0.657
H -2.097 -0.742 -0.128
H -1.834 0.894 -0.952
C 0.666 1.072 -0.004
O 1.501 0.033 -0.899
*
```

Summary:
HOMO-LUMO gap	0.3896	hartree
relative energy (zero: lowest compared OMol25 entry of this formula, charge and spin)	4.584	eV
SMILES	NC1COC1
M	73.1	g/mol

---

C33H34N4O2P2S3V as an isolated structure in a non-equilibrium geometry. Source: the OMol25 dataset; level of theory: ωB97M-V/def2-TZVPD.

The geometry in ORCA input format:
```
! wB97M-V def2-TZVPD RIJCOSX def2/J DEFGRID3
* xyz 0 4
C 1.561 -4.606 1.333
C 4.768 -1.227 -0.340
H 1.366 2.008 -4.016
C 2.196 -3.099 3.098
V -1.476 0.578 0.953
C 1.886 -4.370 2.663
H -1.718 2.762 -5.899
C -3.670 -2.864 2.101
H -3.858 -3.281 3.104
H -2.809 -0.602 -5.147
N -1.233 0.739 -5.589
C 1.498 -3.552 0.437
H -0.507 -1.121 -5.032
H 0.749 0.071 -5.560
C -1.639 4.057 0.646
H -0.233 2.557 7.270
H 7.443 0.782 0.144
C 0.403 1.832 -3.500
C -1.848 2.750 -3.417
C -3.262 -1.691 -0.388
N 0.082 0.369 -3.576
C -0.187 -0.054 -4.987
H 2.430 -1.037 2.560
C -1.180 0.827 6.366
S 1.980 -1.640 -2.193
C -0.865 0.623 3.974
H 6.900 -1.543 -0.475
C -2.086 -1.136 3.133
C 3.743 -0.328 -0.071
H -3.305 1.040 -5.618
H -1.743 3.230 -2.420
H 4.490 -2.245 -0.656
O -2.689 2.134 1.628
C -4.315 -3.384 0.981
H -2.568 3.338 -4.021
H 5.606 2.394 0.702
P 2.077 -0.947 -0.319
P -2.591 1.009 -3.242
H -1.926 4.558 1.587
H 1.892 -5.213 3.370
N -1.103 -0.241 2.870
C -4.097 -2.797 -0.269
C -1.092 0.004 -2.762
H -0.558 4.206 0.448
C -2.618 -1.150 0.708
H -4.987 -4.242 1.086
H 0.817 3.345 5.192
C 1.854 -2.279 0.864
H 0.545 2.161 -2.462
C 0.184 2.451 5.160
H -3.144 -1.239 -1.374
C 6.395 0.475 0.095
C -1.456 0.149 5.154
H -1.239 -1.072 -2.937
H 0.911 -0.204 -3.183
C 4.038 0.985 0.308
C -2.556 0.473 -5.031
H -4.601 -3.169 -1.167
C -0.382 1.973 6.350
H -0.823 0.139 -1.692
C -0.054 1.776 3.967
C 5.382 1.372 0.392
H 1.216 -3.694 -0.617
C 6.095 -0.837 -0.257
H 0.382 2.128 3.027
S -2.491 -1.283 4.871
C -2.801 -1.756 1.968
H -1.597 0.463 7.317
H 3.239 1.725 0.518
H -0.006 2.325 -6.128
H -2.138 4.615 -0.183
H 2.413 -2.945 4.164
C 2.196 -2.046 2.199
C -0.884 2.157 -5.496
N -0.602 2.644 -4.137
C -2.033 2.685 0.641
H 1.328 -5.623 1.001
O -1.896 1.919 -0.444
S 0.800 0.696 0.258
*
```

Summary:
HOMO-LUMO gap (alpha / beta)	0.2295 / 0.3045	hartree
relative energy (zero: lowest compared OMol25 entry of this formula, charge and spin)	0.000	eV
M	727.8	g/mol